Entry 1:
DFT (ωB97M-V with the def2-TZVPD basis set) results for one molecule with the formula C4H5NO2.

The calculation puts the LUMO energy at 0.59 eV. The value obtained for the HOMO-LUMO gap is 9.51 eV. The net charge is 0. The highest occupied orbital energy comes out at -8.92 eV. The value obtained for the energy above the lowest of the compared OMol25 structures with the same formula, charge and spin is 3.0727 eV.

Geometry (Å):
O1 1.2785 3.1063 0.5367
C1 0.1115 1.2943 -0.4751
N1 0.4381 0.1574 0.0607
C2 0.2238 -1.1031 -0.6265
C3 -0.8664 -1.8990 0.0632
O2 -1.3178 -1.5929 1.1387
C4 0.2477 2.4848 0.3522
H1 0.7617 0.0619 1.0247
H2 1.1420 -1.7065 -0.6526
H3 -0.0601 -0.8690 -1.6565
H4 -1.2224 -2.7950 -0.4829
H5 -0.7364 2.8608 0.7173

Here are the Mulliken charges for atoms 1 to 4, given in e: O -0.487; C -0.459; N -0.024; C -0.536

---

Entry 2:
DFT (ωB97M-V with the def2-TZVPD basis set) results for C23H23FI2IrN4O3 as an isolated structure.

The calculation puts the LUMO energy (alpha / beta) at -6.90 / -6.90 eV. The value obtained for the HOMO-LUMO gap (alpha / beta) is 5.75 / 5.82 eV. The net charge is +2. The highest occupied orbital energy (alpha / beta) comes out at -12.65 / -12.72 eV. The value obtained for the energy above the lowest of the compared OMol25 structures with the same formula, charge and spin is 0.6748 eV. Its spin multiplicity is 2.

Geometry (Å):
Ir1 -1.6126 -0.3571 1.1116
F1 -5.3607 -1.4607 -4.4195
C1 -4.8845 -0.2739 -4.0105
C2 -4.1566 -0.2329 -2.8622
C3 -3.6933 0.9963 -2.3719
C4 -2.9640 1.0625 -1.1333
O1 -2.7187 -0.0485 -0.5284
C5 -2.5817 2.3257 -0.6727
C6 -2.8736 3.4334 -1.4363
N1 -3.5120 3.3844 -2.6051
C7 -3.8030 4.6215 -3.3162
C8 -2.7539 5.6851 -3.3733
C9 -3.0885 4.9010 -4.6063
C10 -3.9732 2.1651 -3.0941
C11 -4.7003 2.0926 -4.2882
C12 -5.1813 0.8845 -4.7652
N2 -5.9247 0.8499 -5.9565
C13 -7.0188 1.7906 -6.1505
C14 -6.9192 2.3696 -7.5640
N3 -6.2925 1.3220 -8.4563
C15 -6.7399 -0.0565 -8.0638
C16 -6.1490 -0.3961 -6.6894
C17 -1.9313 2.5662 0.6560
O2 -1.5471 3.6595 0.9694
O3 -1.9223 1.5267 1.4750
H1 -3.9659 -1.1433 -2.3099
H2 -2.5797 4.4094 -1.0741
H3 -4.8373 4.9249 -3.2143
H4 -1.7964 5.4866 -2.9125
H5 -3.0896 6.7083 -3.2942
H6 -2.3586 4.1728 -4.9342
H7 -3.6471 5.3861 -5.3946
H8 -4.8724 2.9948 -4.8558
H9 -6.9736 2.5977 -5.4255
H10 -7.9835 1.2918 -6.0061
H11 -6.2766 3.2463 -7.6097
H12 -7.8937 2.6179 -7.9798
H13 -5.2771 1.3747 -8.3615
H14 -6.5151 1.5105 -9.4342
H15 -6.4128 -0.7605 -8.8249
H16 -7.8278 -0.0329 -8.0592
H17 -5.1992 -0.9145 -6.8091
H18 -6.8418 -1.0770 -6.1899
N4 -0.3544 -0.8862 2.0917
C18 0.7097 -1.4878 2.6147
C19 1.4620 -2.3876 1.8255
C20 2.5111 -3.0456 2.4183
C21 2.7999 -2.8172 3.7650
C22 2.0534 -1.9293 4.5418
C23 0.9985 -1.2549 3.9786
H19 1.1904 -2.5421 0.7906
H20 3.1065 -3.7446 1.8486
H21 3.6252 -3.3479 4.2219
H22 2.2996 -1.7804 5.5833
H23 0.3809 -0.5705 4.5436
I1 -2.1188 -2.8902 0.5726
I2 -1.4426 -4.2988 3.6254

Here are the Mulliken charges for atoms 1 to 4, given in e: Ir 0.832; F -0.323; C 0.470; C -0.746

---

Entry 3:
DFT (ωB97M-V with the def2-TZVPD basis set) results for one molecule with the formula C15H20N4O in a non-equilibrium geometry.

The calculation puts the LUMO energy at 0.73 eV. The value obtained for the HOMO-LUMO gap is 8.24 eV. The net charge is 0. The highest occupied orbital energy comes out at -7.51 eV. The value obtained for the energy above the lowest of the compared OMol25 structures with the same formula, charge and spin is 6.3533 eV.

Geometry (Å):
N1 -0.9595 -4.9577 -2.2482
O1 -0.0221 2.7224 4.2241
C1 0.1437 1.5834 3.3853
C2 1.1778 1.8435 2.4425
C3 -0.2227 -4.8341 -3.3979
C4 -1.0913 -3.9121 -1.4474
C5 0.1538 -3.5632 -3.9128
C6 -0.2559 -2.4264 -3.2120
C7 -0.7946 -2.6223 -1.8916
N2 1.6755 1.5292 0.0424
N3 -1.3842 -0.2108 -1.5723
N4 0.4280 1.9437 -0.4542
C8 1.0231 3.7245 3.8180
C9 1.6584 3.2121 2.5460
C10 -1.8390 0.8569 -0.7164
C11 1.3375 0.8201 1.2425
C12 -0.9940 -1.4556 -0.9078
C13 0.2162 -1.0342 -0.1375
C14 -0.7061 1.3317 0.1553
C15 -0.0012 0.2113 0.7815
H1 -0.3511 0.6467 3.5092
H2 0.0487 -5.6784 -4.0411
H3 -1.5821 -4.0803 -0.4969
H4 0.7578 -3.3978 -4.8501
H5 -0.2625 -1.5657 -3.6904
H6 2.2666 2.3601 0.3141
H7 -2.1726 -0.4103 -2.3069
H8 0.3234 2.0062 -1.4998
H9 1.6471 4.0944 4.5944
H10 0.4881 4.6465 3.5813
H11 2.7459 3.3113 2.7377
H12 1.3466 3.7880 1.6709
H13 -2.7572 0.4643 -0.2924
H14 -2.2747 1.7109 -1.2569
H15 2.0061 -0.0192 1.4452
H16 -1.7655 -1.6837 -0.1461
H17 0.6551 -1.7318 0.5012
H18 0.9274 -0.9266 -0.9555
H19 -0.9924 2.0041 0.9177
H20 -0.5981 -0.3013 1.5252

Here are the Mulliken charges for atoms 1 to 4, given in e: N -0.627; O -0.475; C -0.509; C -0.083

---

Entry 4:
DFT (ωB97M-V with the def2-TZVPD basis set) results for CH4Br2Si as an isolated structure in a non-equilibrium geometry.

The calculation puts the LUMO energy at -1.35 eV. The value obtained for the HOMO-LUMO gap is 7.96 eV. The net charge is 0. The highest occupied orbital energy comes out at -9.32 eV. The value obtained for the energy above the lowest of the compared OMol25 structures with the same formula, charge and spin is 6.7810 eV.

Geometry (Å):
C1 2.0656 2.7856 0.1183
Si1 -0.4064 -0.3299 0.0361
Br1 3.9038 2.6784 -0.3383
Br2 1.1315 3.8588 -1.0122
H1 0.7581 0.6017 0.2235
H2 -0.1575 -1.4706 -1.1078
H3 -1.3880 0.8630 -0.1545
H4 -0.7812 -1.3905 0.9084

Here are the Mulliken charges for atoms 1 to 4, given in e: C -0.071; Si 0.352; Br -0.020; Br 0.062

---

Entry 5:
DFT (ωB97M-V with the def2-TZVPD basis set) results for an isolated ion of composition C5H9N2S2 and charge +1 in a non-equilibrium geometry.

The calculation puts the LUMO energy at -4.92 eV. The value obtained for the HOMO-LUMO gap is 8.32 eV. The net charge is +1. The highest occupied orbital energy comes out at -13.24 eV. The value obtained for the energy above the lowest of the compared OMol25 structures with the same formula, charge and spin is 2.8043 eV.

Geometry (Å):
C1 -0.6983 0.9548 -0.6860
C2 1.6212 1.5410 -1.4013
C3 -2.1621 -0.5070 0.4971
C4 2.1373 -1.4983 1.2467
C5 -2.1479 0.7786 -0.3435
N1 1.4208 0.3336 -0.7308
N2 0.1814 0.0324 -0.3989
S1 0.0822 2.3300 -1.5453
S2 2.7135 -0.7050 -0.2730
H1 2.5558 1.7950 -1.8718
H2 -1.1803 -0.7918 0.7131
H3 -2.6153 -1.2901 -0.1240
H4 -2.7088 -0.2906 1.3736
H5 1.4346 -0.7850 1.6660
H6 2.9850 -1.9548 1.8245
H7 1.5033 -2.3489 0.9250
H8 -2.3619 1.6002 0.3556
H9 -2.7603 0.8058 -1.2269

Here are the Mulliken charges for atoms 1 to 4, given in e: C 0.154; C -0.044; C -0.929; C -0.699

---

Entry 6:
DFT (ωB97M-V with the def2-TZVPD basis set) results for one molecule with the formula C5H12N4 in a non-equilibrium geometry.

The calculation puts the LUMO energy at 0.63 eV. The value obtained for the HOMO-LUMO gap is 8.39 eV. The net charge is 0. The highest occupied orbital energy comes out at -7.75 eV. The value obtained for the energy above the lowest of the compared OMol25 structures with the same formula, charge and spin is 2.7304 eV.

Geometry (Å):
C1 -0.9050 -2.2138 1.1026
C2 -0.5857 -1.3125 -0.0539
C3 -1.1920 0.2445 -1.6230
N1 -1.5676 -0.8069 -0.7298
N2 0.7398 -0.9304 -0.2027
H1 1.0138 -0.9957 -1.1788
H2 -0.3335 -3.1387 1.0098
H3 -0.5946 -1.7467 2.0385
H4 -1.9697 -2.4382 1.1333
H5 -2.0892 0.6789 -2.0720
H6 -0.4967 -0.0566 -2.4176
C4 0.9583 1.0474 1.4099
C5 1.0282 0.8082 -0.0851
N3 -0.4675 1.3291 -0.8551
N4 1.9893 1.2076 -0.8549
H7 -1.1018 1.6753 -0.1384
H8 -0.1614 2.0690 -1.4808
H9 2.8713 1.2818 -0.3616
H10 1.1251 2.1050 1.6318
H11 0.0028 0.7268 1.8264
H12 1.7361 0.4661 1.9013

Here are the Mulliken charges for atoms 1 to 4, given in e: C -0.968; C 0.721; C -0.680; N -0.641